No. 1
The following is a quantum chemistry calculation of a molecular structure, C4H5O2Y, from the Open Molecules 2025 dataset.

```
12
Properties=species:S:1:pos:R:3:mulliken_charge:R:1
O 1.0485 -2.4966 1.5783 -0.33
C 0.4111 -1.5711 1.1176 -0.01
C 1.0486 -0.3116 0.6127 -0.42
C 0.0771 0.6679 0.0082 -0.29
C -0.5705 0.4675 -1.1537 0.40
O -1.4257 1.2956 -1.7301 -0.58
Y -2.8181 2.9814 -1.5495 1.59
H -0.6634 -1.6982 0.8501 0.32
H 1.5155 0.1485 1.5017 0.33
H -0.0964 1.6032 0.5501 0.23
H -0.3997 -0.4635 -1.7176 0.37
H 1.8729 -0.6232 -0.0678 0.37
```

The value obtained for the relative energy (zero: lowest compared OMol25 entry of this formula, charge and spin) is 0.000 eV. Its lowest unoccupied orbital energy (alpha / beta) is -10.2164 / -11.4682 eV. The value obtained for the HOMO-LUMO gap (alpha / beta) is 0.249 / 0.173 hartree. Its charge is +2. As for the molar mass: 173.988 g/mol. Its electronic energy is -343.4213 a.u.



No. 2
The following is a quantum chemistry calculation of a molecular structure, C22H35AsNO2S4SbSiY, from the Open Molecules 2025 dataset.

```
68
Properties=species:S:1:pos:R:3:mulliken_charge:R:1
Y -0.7630 -0.6841 -0.0074 0.16
C 2.6208 -1.9689 -0.1989 -0.86
Si 2.6355 -0.2581 -1.0040 0.21
C 4.0390 0.7144 -0.1568 -1.31
C 3.1257 -0.6258 -2.8108 -1.39
N 1.0958 0.5046 -0.8784 1.08
C 0.9817 1.7964 -1.3743 -0.06
C 2.0162 2.4779 -2.0417 -0.28
C 1.8932 3.7761 -2.5085 -1.22
C 0.7038 4.4613 -2.3533 -0.72
C -0.3511 3.8229 -1.7157 -0.80
C -0.2095 2.5370 -1.2252 0.39
O -1.2610 1.8899 -0.5838 0.87
C -2.3049 2.7054 -0.1528 -0.23
C -2.0962 3.6442 0.8450 0.50
C -3.1665 4.3911 1.3059 -0.90
C -4.4355 4.2038 0.7755 -0.48
C -4.6258 3.2754 -0.2361 -0.70
C -3.5558 2.5337 -0.7143 -0.19
H 3.6438 -2.2556 0.0587 0.54
H 2.2417 -2.7026 -0.9103 0.08
H 2.0290 -2.0357 0.7177 0.00
H 4.9412 0.7229 -0.7747 0.36
H 4.3007 0.2809 0.8111 0.40
H 3.7503 1.7531 0.0168 0.41
H 3.7646 -1.5105 -2.8717 0.37
H 3.6594 0.2019 -3.2829 0.41
H 2.2282 -0.8157 -3.4052 0.32
H 2.9543 1.9669 -2.2125 0.18
H 2.7344 4.2436 -3.0066 0.38
H 0.5845 5.4711 -2.7234 0.38
H -1.2967 4.3314 -1.5961 0.47
H -1.1091 3.7803 1.2696 0.37
H -3.0094 5.1116 2.0991 0.37
H -5.2737 4.7730 1.1580 0.37
H -5.6129 3.1090 -0.6472 0.41
H -3.6942 1.7821 -1.4785 0.39
S -5.5007 -1.3287 0.8610 -0.54
As -3.4412 -1.2062 0.5846 0.45
S -2.4536 0.3628 1.7723 -0.54
S -2.2751 -2.9047 1.2054 -0.53
S -2.8578 -0.8520 -1.5339 -0.68
C 2.0687 -1.1014 4.0796 -1.38
Sb 0.3025 -0.8273 2.8542 0.77
C 0.6633 1.3039 2.8227 -1.05
C -1.0355 -0.8956 4.5414 -1.28
H 2.0525 -0.3603 4.8787 0.37
H 2.9731 -0.9608 3.4856 0.33
H 2.0886 -2.1005 4.5165 0.40
H 0.6793 1.6732 3.8487 0.53
H -0.1253 1.8051 2.2661 -0.02
H 1.6257 1.5009 2.3482 0.35
H -0.5187 -1.3445 5.3900 0.41
H -1.9170 -1.4764 4.2812 0.31
H -1.3384 0.1250 4.7628 0.39
C -0.9926 -4.9439 -2.3481 -0.63
C 0.1065 -5.4826 -1.4342 -0.73
C 0.1974 -4.3733 -0.3952 -0.54
O -0.1390 -3.1553 -1.0859 0.53
C -0.6270 -3.4719 -2.4001 -0.34
H -1.9684 -5.0620 -1.8741 0.27
H -1.0135 -5.4005 -3.3370 0.39
H 1.0453 -5.5739 -1.9867 0.29
H -0.1329 -6.4424 -0.9783 0.35
H 1.1895 -4.2699 0.0437 0.26
H -0.5346 -4.5230 0.3985 0.21
H 0.1735 -3.2919 -3.1292 0.25
H -1.4729 -2.8270 -2.6249 0.13
```

The value obtained for the relative energy (zero: lowest compared OMol25 entry of this formula, charge and spin) is 0.739 eV. Its lowest unoccupied orbital energy is 2.5086 eV. The value obtained for the HOMO-LUMO gap is 0.264 hartree. Its charge is -1. As for the molar mass: 787.469 g/mol. Its electronic energy is -5461.4068 a.u.



No. 3
The following is a quantum chemistry calculation of a molecular structure, C29H22AsBrN2O2STi, from the Open Molecules 2025 dataset.

```
59
Properties=species:S:1:pos:R:3:mulliken_charge:R:1
Ti -1.3316 -0.6073 0.1433 -0.13
S -1.0040 -0.8115 2.4342 -0.31
C 0.7059 -1.0876 2.7881 0.56
C 1.0587 -1.1938 4.1302 -0.72
C 2.3819 -1.3210 4.4961 -0.66
C 3.3711 -1.3570 3.5245 -0.81
C 3.0272 -1.2843 2.1864 -0.33
C 1.6973 -1.1399 1.7964 0.36
As 1.1490 -1.0266 -0.0799 1.42
C 0.7354 0.9077 -0.1469 -0.39
C 0.5938 1.4910 -1.4131 -0.13
C 0.3773 2.8536 -1.5387 -0.84
C 0.3099 3.6538 -0.4067 -0.46
C 0.4392 3.0877 0.8517 -1.09
C 0.6368 1.7213 0.9853 0.33
C 2.9517 -0.9821 -0.9125 -0.25
C 3.7297 0.1692 -0.9921 0.09
C 5.0281 0.0858 -1.4689 -0.78
C 5.5552 -1.1370 -1.8522 -0.43
C 4.7790 -2.2833 -1.7871 -0.73
C 3.4783 -2.2082 -1.3190 -0.27
H 0.2663 -1.1694 4.8613 0.48
H 2.6375 -1.3778 5.5406 0.39
H 4.4073 -1.4484 3.8080 0.43
H 3.7958 -1.3333 1.4235 0.35
H 0.6923 0.8654 -2.3024 0.45
H 0.2816 3.2962 -2.5195 0.50
H 0.1747 4.7205 -0.5040 0.50
H 0.4119 3.7085 1.7352 0.47
H 0.7790 1.3001 1.9771 0.46
H 3.3231 1.1258 -0.6750 0.36
H 5.6331 0.9769 -1.5400 0.41
H 6.5765 -1.1979 -2.1935 0.41
H 5.1879 -3.2290 -2.1043 0.41
H 2.8518 -3.0970 -1.2502 0.35
C -3.4736 -4.7195 -0.8356 -0.16
C -2.9495 -4.4774 0.4280 -0.86
C -2.2496 -3.3121 0.6635 -0.15
N -2.0451 -2.3707 -0.2849 0.20
C -2.5520 -2.6137 -1.5144 -0.14
C -3.2605 -3.7581 -1.8193 -0.86
H -4.0219 -5.6237 -1.0475 0.42
H -3.0845 -5.1859 1.2296 0.44
H -1.8211 -3.1128 1.6440 0.41
H -2.3687 -1.8557 -2.2737 0.55
H -3.6469 -3.9001 -2.8157 0.43
Br -3.6640 5.9807 1.0606 -0.13
C -3.7482 4.5736 -0.2042 -0.18
C -4.3983 4.7536 -1.4257 -0.08
N -4.4371 3.8144 -2.3477 -0.59
C -3.8539 2.6560 -2.1211 -0.20
C -3.2018 2.3704 -0.9197 0.09
C -3.1436 3.3574 0.0649 -0.43
C -2.6320 1.0506 -0.6360 1.21
O -1.9356 0.3872 -1.4673 -0.48
O -2.7625 0.5428 0.5223 -0.44
H -4.8967 5.6835 -1.6638 0.42
H -3.9223 1.9166 -2.9073 0.47
H -2.6195 3.1744 0.9951 0.63
```

The value obtained for the relative energy (zero: lowest compared OMol25 entry of this formula, charge and spin) is 0.902 eV. The spin multiplicity is 2. Its lowest unoccupied orbital energy (alpha / beta) is -3.7315 / -3.6366 eV. The value obtained for the HOMO-LUMO gap (alpha / beta) is 0.255 / 0.259 hartree. Its charge is +1. As for the molar mass: 665.267 g/mol. As for the expectation value of S²: 0.754. Its electronic energy is -7435.6019 a.u.



No. 4
The following is a quantum chemistry calculation of C9H18N2O4 in the gas phase, from the Open Molecules 2025 dataset.

```
33
Properties=species:S:1:pos:R:3:mulliken_charge:R:1
C 2.9423 1.4629 0.2980 -1.25
C 2.5463 0.0023 0.6968 0.05
C 1.8189 0.0773 2.1371 -1.33
C 1.7582 -0.7193 -0.3900 0.05
N 2.6922 -0.9584 -1.4837 -0.78
C 0.5143 0.0833 -0.9036 0.20
O 0.4800 0.8539 -1.8665 -0.73
N -0.6234 -0.1904 -0.2607 0.05
C -1.9364 0.3765 -0.6054 -0.03
C -2.1387 1.8410 -0.1601 0.40
O -3.1560 2.4041 0.1447 -0.56
O -0.9552 2.5535 -0.4070 -0.56
C -2.9645 -0.5564 0.0095 -0.08
C -3.1063 -1.8933 -0.6702 -1.09
O -2.4777 -0.8428 1.3794 -0.63
H 3.6653 1.4942 -0.5546 0.34
H 3.4894 1.9366 1.1529 0.41
H 1.9910 2.0405 0.1827 0.19
H 3.5341 -0.5275 0.8274 0.34
H 0.9792 0.7493 2.1080 0.31
H 2.5340 0.2985 3.0010 0.36
H 1.4614 -0.9083 2.4104 0.37
H 1.4133 -1.6714 -0.0654 0.57
H 2.9685 -0.0897 -2.0590 0.27
H 2.2660 -1.5172 -2.1993 0.31
H -0.7218 -0.9304 0.4773 0.35
H -2.1340 0.4935 -1.6547 0.30
H -0.3696 2.0649 -1.0161 0.45
H -3.9935 -0.1127 0.0375 0.47
H -2.1252 -2.4088 -0.5599 0.22
H -3.2284 -1.6296 -1.7326 0.34
H -3.8652 -2.6191 -0.2057 0.34
H -3.2585 -1.1571 1.9319 0.35
```

The value obtained for the relative energy (zero: lowest compared OMol25 entry of this formula, charge and spin) is 1.922 eV. Its lowest unoccupied orbital energy is 0.4044 eV. Its structure (SMILES) is CC(C)[C@H](N)C(=O)N[C@H](C(=O)O)[C@@H](C)O. The value obtained for the HOMO-LUMO gap is 0.373 hartree. As for the molar mass: 218.253 g/mol. Its electronic energy is -764.2109 a.u.



No. 5
The following is a quantum chemistry calculation of a molecular structure, C18H28AlBr3F2ILiN3O10S3V, from the Open Molecules 2025 dataset.

```
71
Properties=species:S:1:pos:R:3:mulliken_charge:R:1
O 3.4900 -0.5920 5.4005 -0.51
C 2.5206 -1.0150 4.7556 0.28
O 1.4868 -1.6281 5.5652 -0.26
C 0.7890 -2.4436 4.6087 0.21
O 0.1280 -3.4646 4.8642 -0.53
C 1.0448 -1.8564 3.1530 -0.36
C 0.1605 -2.2440 1.8887 0.04
C -1.3010 -1.5392 2.0947 -0.62
C -2.5047 -2.4847 1.6239 0.22
S -4.1090 -2.1692 2.5568 0.01
C -5.0944 -0.9095 1.6454 -0.25
S -5.5774 -1.0642 0.0129 0.13
N -5.5570 0.3402 2.3236 0.36
C -5.0095 1.6313 1.9820 0.08
C -5.8354 2.5388 2.9687 -0.45
N -6.7400 1.7279 3.7557 -0.42
C -6.5877 0.3521 3.3682 0.01
C 2.1534 -0.9753 3.2148 0.42
C 2.7851 -0.1955 1.9816 0.36
C 4.3791 -0.1540 2.1383 -0.82
C 5.0677 1.1923 1.6160 -0.53
I 4.2251 3.0311 2.4087 0.24
H -0.0449 -3.3614 1.8004 0.53
H 0.5647 -1.8102 0.9063 -0.14
H -1.3813 -1.2969 3.2038 0.40
H -1.3088 -0.5464 1.5252 0.37
H -2.7270 -2.3114 0.5067 -0.98
H -2.2030 -3.5841 1.8048 0.53
H -4.2285 1.8854 1.1931 0.36
H -5.7299 3.7039 3.0114 0.62
H -7.1720 -0.5315 3.7858 0.37
H 2.2924 0.8166 1.8095 0.24
H 2.5549 -0.8399 1.0511 -0.07
H 4.7619 -0.3830 3.1934 0.35
H 4.7888 -1.0085 1.4769 0.34
H 5.1462 1.1635 0.4598 0.03
H 6.1634 1.1606 1.9799 0.47
O 2.5875 1.4058 -1.2399 -0.49
V 3.8574 1.9712 -2.2819 1.57
O 5.1289 2.5063 -3.3290 -0.59
F -5.6915 5.1760 3.1992 -0.61
Li -2.5190 -2.5140 -1.1190 0.50
Br -7.6976 -1.8386 1.5133 -0.07
Br 1.5436 4.2283 -0.1570 -0.03
C 0.9295 6.0301 0.2725 -0.55
C 1.8772 6.7151 1.2259 -0.66
Br 1.6522 6.0510 3.0441 -0.12
H -0.0841 5.9360 0.6606 0.38
H 0.8996 6.5561 -0.6840 0.34
H 1.6575 7.7824 1.2827 0.36
H 2.9263 6.5777 0.9646 0.37
O -1.8455 -5.3907 -2.7095 -0.35
H -2.6060 -6.0161 -2.7940 0.46
H -1.8353 -4.7365 -3.4486 0.41
H -0.9874 -5.8732 -2.6428 0.47
C 0.4993 -0.9648 -6.5788 -0.89
S 2.1665 -0.4332 -6.1379 0.52
O 2.1781 -0.1726 -4.6597 -0.61
C 2.0783 1.1665 -6.9683 -1.00
H 0.3182 -1.9411 -6.1270 0.19
H -0.2327 -0.2471 -6.2015 0.31
H 0.4190 -1.0480 -7.6636 0.43
H 1.2478 1.7499 -6.5665 0.31
H 1.9460 1.0129 -8.0403 0.40
H 3.0140 1.6988 -6.7926 0.34
N 2.4600 -2.9878 -3.0048 1.08
O 2.0050 -2.9381 -1.8367 -0.59
O 1.7013 -3.3322 -3.9483 -0.60
O 3.6247 -2.7019 -3.2255 -0.51
F -4.3947 -2.5581 -2.7753 -0.80
Al -0.2148 -2.0055 -2.8659 0.98
```

Its lowest unoccupied orbital energy is -10.8639 eV. The value obtained for the HOMO-LUMO gap is 0.048 hartree. Its charge is +2. As for the molar mass: 1032.113 g/mol. Its electronic energy is -12225.8208 a.u.



No. 6
The following is a quantum chemistry calculation of a molecular structure, C3H9N3O, from the Open Molecules 2025 dataset.

```
16
Properties=species:S:1:pos:R:3:mulliken_charge:R:1
C -0.2586 1.2823 -1.2636 -0.94
C 1.1285 -1.9675 -0.4038 -0.67
N -0.0129 0.3204 -0.2158 0.05
N 1.4679 -0.6531 0.0977 -0.43
C -0.5574 0.3853 1.0089 0.58
N -1.5495 1.2993 1.2701 -0.45
O -0.0171 -0.2284 1.9583 -0.70
H 1.7482 -0.7593 1.0755 0.33
H -1.9568 1.1966 2.1881 0.26
H -2.2061 1.4803 0.5265 0.20
H -0.0050 2.2984 -0.9386 0.35
H -1.3131 1.2745 -1.5714 0.29
H 0.3478 1.0276 -2.1368 0.30
H 0.3253 -2.4512 0.1617 0.27
H 0.8329 -1.9091 -1.4519 0.22
H 2.0258 -2.5961 -0.3048 0.34
```

The value obtained for the relative energy (zero: lowest compared OMol25 entry of this formula, charge and spin) is 3.074 eV. Its lowest unoccupied orbital energy is 0.7181 eV. The value obtained for the HOMO-LUMO gap is 0.348 hartree. As for the molar mass: 103.125 g/mol. Its electronic energy is -359.1315 a.u.



electronic energy of number 1 (C4H5O2Y)?
-343.4213 a.u.